# 1
Here is a structure of composition C29H51BCaN8OS3 at a distorted geometry from the Open Molecules 2025 dataset. Energies are from wB97M-V/def2-TZVPD.

Calculated values
largest force on an atom: 1.98 eV Å⁻¹
LUMO energy: 0.3861 eV
HOMO-LUMO gap: 0.2689 Eh
energy above the lowest of the compared OMol25 structures with the same formula, charge and spin: 1.433 eV

ORCA input file:
```
! wB97M-V def2-TZVPD RIJCOSX def2/J DEFGRID3
* xyz 0 1
Ca 0.66018 0.91501 0.59378
C 3.51698 2.97630 -1.49146
C 3.94352 1.50779 -1.55460
C 3.07199 0.73718 -2.54920
C 3.93571 0.85046 -0.20294
C 5.00807 0.62923 0.66762
C 4.44886 0.00391 1.75941
N 3.13312 -0.14165 1.55440
N 2.80961 0.38610 0.32642
B 2.12771 -1.02774 2.37380
N 1.36735 -1.95193 1.36449
C 1.33096 -3.29291 1.33452
C 0.53375 -3.69285 0.28340
C 0.09989 -2.49152 -0.30258
N 0.60252 -1.45270 0.34891
C -0.75188 -2.26807 -1.52161
C -1.13872 -0.80120 -1.67052
C -0.03646 -2.76526 -2.77955
N 1.04990 -0.21301 3.18141
C 0.92535 -0.14749 4.51288
C -0.30825 0.38460 4.82020
C -0.91113 0.63756 3.57912
N -0.09855 0.26377 2.59392
C -2.26421 1.23689 3.31697
C -2.16086 2.74579 3.06745
C -2.98682 0.53975 2.16828
H 3.57041 3.42759 -2.48594
H 4.14086 3.55112 -0.80662
H 2.48780 3.07439 -1.13647
H 4.97858 1.47753 -1.90209
H 2.00881 0.93562 -2.37550
H 3.22266 -0.34039 -2.47417
H 3.28327 1.04854 -3.57422
H 6.04188 0.89399 0.52118
H 4.89615 -0.35684 2.67140
H 2.75325 -1.69632 3.15228
H 1.87721 -3.86422 2.06778
H 0.29519 -4.70016 -0.01486
H -1.66641 -2.85501 -1.39672
H -0.25226 -0.18890 -1.87880
H -1.64209 -0.41843 -0.77871
H -1.81633 -0.64636 -2.51061
H 0.91187 -2.23722 -2.90970
H -0.64970 -2.59023 -3.66627
H 0.18304 -3.83200 -2.71891
H 1.73024 -0.48239 5.14736
H -0.71465 0.57734 5.80017
H -2.84180 1.08605 4.23274
H -1.62073 2.95502 2.13942
H -1.61740 3.24414 3.87046
H -3.15741 3.18863 2.98458
H -2.48547 0.73111 1.21469
H -4.00416 0.92383 2.06901
H -3.03189 -0.54078 2.31298
C -2.53063 6.09352 2.09898
C -1.01471 6.25522 2.18596
C -0.31052 6.55199 0.86146
C -0.33631 5.40565 -0.13565
N -1.64166 5.28046 -0.78344
C -2.12695 4.15317 -1.29030
S -1.39114 2.62307 -1.14903
N -3.31268 4.23755 -1.93727
C -3.89669 5.46152 -2.47920
C -3.09373 6.16940 -3.56817
C -2.89296 5.36550 -4.85410
C -1.80660 4.29099 -4.78021
H -2.97088 6.00675 3.09432
H -2.81555 5.19802 1.54300
H -2.99886 6.95709 1.61140
H -0.56978 5.34787 2.60650
H -0.78288 7.06596 2.88149
H 0.74157 6.75644 1.07048
H -0.71693 7.46465 0.40090
H -0.12636 4.47616 0.38304
H 0.43092 5.53215 -0.90417
H -2.18828 6.11970 -0.88559
H -3.61217 3.35769 -2.32229
H -4.12052 6.15048 -1.65902
H -4.86439 5.16635 -2.88596
H -2.11390 6.47058 -3.18491
H -3.63402 7.09299 -3.79231
H -2.63528 6.06621 -5.65110
H -3.84843 4.91589 -5.14755
H -0.89464 4.68903 -4.32600
H -1.54614 3.93304 -5.77743
H -2.09850 3.42312 -4.18824
C 1.02956 3.89520 5.51125
O 0.86994 3.80565 4.09376
C 1.84704 3.23576 3.36476
S 3.23578 2.66982 4.06282
S 1.48716 3.33068 1.66008
H 0.11192 4.36389 5.86152
H 1.89739 4.50224 5.76217
H 1.15337 2.90674 5.94865
*
```

---

# 2
Here is a cluster of 3 separate species, C29H51Cl2IN3O5 in total at a distorted geometry from the Open Molecules 2025 dataset. Energies are from wB97M-V/def2-TZVPD.

Calculated values
largest force on an atom: 5.00 eV Å⁻¹
LUMO energy: -5.1367 eV
HOMO-LUMO gap: 0.1907 Eh
energy above the lowest of the compared OMol25 structures with the same formula, charge and spin: 5.210 eV

ORCA input file:
```
! wB97M-V def2-TZVPD RIJCOSX def2/J DEFGRID3
* xyz 1 1
C -4.01521 2.09800 -0.84586
C -4.65485 1.47668 0.52523
C -3.43496 1.27315 1.59879
I -2.42556 3.24217 1.62772
N -2.54032 0.15998 1.16738
C -3.19983 -1.14104 1.20177
N -4.40523 -1.40830 1.73886
N -2.37929 -2.25187 0.62966
C -3.21748 -3.30582 0.05907
Cl -3.51195 -4.96747 0.72184
C -3.85469 -3.00679 -1.19391
C -3.71214 -1.63384 -1.98129
Cl -4.88618 -4.29567 -1.99697
C -1.50605 -2.68386 1.75919
C -1.22368 -1.43615 2.76665
C -1.31679 -0.00960 2.02328
C 0.03637 0.08601 1.11999
O 0.32293 1.42770 0.67476
C 0.57254 1.49334 -0.72597
C -0.31038 0.87245 -1.83362
C -0.03978 0.94791 -3.35182
C -1.04433 0.19771 -4.37295
C 1.19390 1.74582 -3.82279
C 2.07640 2.40702 -2.73812
C 1.82534 2.30177 -1.20682
C 2.83536 3.00092 -0.14744
C 4.26502 2.28949 -0.29924
C 2.99706 4.53688 -0.59146
H -4.58530 1.69025 -1.76692
H -4.13629 3.23961 -0.89852
H -2.92720 1.76516 -0.99120
H -5.13220 0.49285 0.20943
H -5.38229 2.25802 0.91985
H -3.95276 1.05056 2.60846
H -5.19012 -1.77777 1.16926
H -4.64031 -1.22528 2.73336
H -3.53657 -1.77319 -3.10789
H -4.74175 -1.10867 -1.90302
H -2.96700 -0.93206 -1.48224
H -0.47092 -3.05417 1.40317
H -1.92141 -3.51088 2.42368
H -0.19355 -1.60494 3.25711
H -1.97573 -1.48035 3.64335
H -1.18351 0.77498 2.84148
H 0.06803 -0.70815 0.29413
H 0.88960 -0.20005 1.84968
H -1.24313 0.30829 -1.49711
H -0.75367 0.48672 -5.45225
H -0.92246 -0.94782 -4.28694
H -2.13208 0.50993 -4.23136
H 1.38944 1.83955 -4.93873
H 2.97264 3.01886 -3.07359
H 2.42923 2.86139 0.91365
H 5.02708 2.78570 0.41009
H 4.58822 2.34092 -1.39405
H 4.25139 1.17390 -0.02013
H 3.82138 4.69208 -1.38396
H 1.98238 4.91273 -0.96858
H 3.32813 5.16760 0.31821
C 4.58126 3.05897 3.74587
O 3.83890 4.22042 3.39531
C 3.01017 4.68490 4.45777
C 3.68072 5.80248 5.25707
O 4.86429 5.35426 5.90935
C 6.04237 5.63693 5.16364
H 5.42528 2.97343 3.05974
H 4.96708 3.10253 4.76689
H 3.94478 2.17299 3.63823
H 2.72013 3.85441 5.11092
H 2.09965 5.08450 4.00085
H 2.98778 6.13393 6.03827
H 3.89907 6.66411 4.61671
H 6.34678 6.67189 5.34235
H 5.91078 5.48312 4.09147
H 6.83244 4.97128 5.51442
C -1.01767 -7.75791 -4.62646
O -0.22662 -7.83692 -3.44661
C 0.83827 -6.89098 -3.43412
C 0.46706 -5.62659 -2.65914
O -0.61462 -4.92576 -3.26752
C -1.87168 -5.24870 -2.68735
H -1.98166 -8.22635 -4.42231
H -1.19254 -6.72674 -4.94245
H -0.52219 -8.30413 -5.43636
H 1.15008 -6.64848 -4.45575
H 1.68407 -7.36908 -2.93136
H 1.33038 -4.95191 -2.66182
H 0.23109 -5.86345 -1.61539
H -2.01273 -4.66074 -1.77809
H -1.96654 -6.30875 -2.44597
H -2.65164 -4.98603 -3.40255
*
```

---

# 3
Here is a cluster of 3 separate species, C29H51F6N3O12P2S in total at a distorted geometry from the Open Molecules 2025 dataset. Energies are from wB97M-V/def2-TZVPD.

Calculated values
largest force on an atom: 9.26 eV Å⁻¹
LUMO energy: -2.2613 eV
HOMO-LUMO gap: 0.2343 Eh
SMILES: CC(=O)OCCCCC[C@]1(C(=O)C(F)(F)C(F)(F)C(F)(F)C(=O)O)NC(=O)[C@@](N)(P(=N)(O)O)[C@]1(CCCOC(C)=O)[PH2]=S.CCOCC.CCOCC

ORCA input file:
```
! wB97M-V def2-TZVPD RIJCOSX def2/J DEFGRID3
* xyz 0 1
C -0.24061 8.09897 0.26190
C -1.84969 8.02404 0.70847
O -2.60479 9.11775 0.54127
O -2.36335 6.74110 1.27869
C -3.05458 6.10626 0.13802
C -2.61874 4.54484 -0.10655
C -0.98040 4.31260 -0.23119
C -0.78272 2.84464 -0.95632
C 0.48361 1.96937 -0.29751
C 0.00964 0.70440 0.62201
C -0.92733 -0.32958 -0.21342
O -1.91180 -0.96033 0.49091
C -0.97359 -0.66602 -1.80796
F -1.75797 -1.95072 -1.98985
F -1.83116 0.34050 -2.54338
C 0.42609 -0.91422 -2.58282
F 0.46050 -2.33980 -3.09057
F 1.66699 -0.75260 -1.81179
C 0.62369 -0.00687 -3.97436
F 2.02840 -0.33082 -4.42862
F 0.60456 1.45169 -3.73946
C -0.35232 -0.51597 -5.20952
O -1.54703 0.03242 -5.51624
O 0.07584 -1.66131 -6.04110
N -1.01503 1.38320 1.55762
C -1.19984 0.90624 2.98947
O -2.12690 1.33327 3.84564
C 0.07516 -0.13548 3.16270
N 0.63904 0.12691 4.53194
P -0.79539 -1.80324 3.45674
N -2.41547 -1.68362 3.68177
O -0.15422 -2.47440 4.95540
O -0.56911 -3.01618 2.23657
C 1.03669 0.13675 1.82040
C 1.94625 -1.18314 1.52292
C 3.56473 -1.00283 1.41521
C 4.12654 -0.24227 0.07498
O 5.60528 0.01167 0.12244
C 5.93644 1.00867 1.14863
C 6.65758 0.43424 2.54430
O 5.77212 2.33087 1.06870
P 2.22966 1.49763 2.54548
S 1.38358 3.15159 3.08242
H 0.27810 8.96233 0.88307
H 0.19843 7.04140 0.50496
H -0.12230 8.25980 -0.91421
H -4.20900 6.10421 0.41079
H -2.94464 6.80215 -0.80337
H -3.22241 4.12687 -1.02625
H -2.96206 3.92728 0.84552
H -0.46545 4.37682 0.82505
H -0.58499 5.14485 -0.98714
H -1.81330 2.27881 -0.86820
H -0.56823 3.06871 -2.10522
H 1.13629 1.66663 -1.25034
H 1.12493 2.78792 0.24854
H -0.72025 -2.27402 -6.21053
H -1.96833 1.53653 1.17526
H 1.57260 -0.28565 4.70571
H 0.51641 1.09150 4.88072
H -2.88520 -2.30851 2.96365
H -0.81676 -2.33985 5.69527
H -1.24074 -3.76932 2.36573
H 1.82610 -2.02476 2.36392
H 1.48752 -1.69842 0.54787
H 4.09358 -0.65108 2.42663
H 3.97430 -2.12358 1.29534
H 3.51579 0.70375 -0.24721
H 4.00370 -1.02583 -0.81838
H 7.09347 -0.64740 2.29170
H 5.89037 0.32360 3.43195
H 7.60202 1.08945 2.83482
H 3.24810 1.90522 1.56652
H 3.01099 0.98497 3.67848
C 4.78804 -5.97710 -3.21203
C 4.91278 -5.74370 -1.71492
O 4.37697 -4.49323 -1.28870
C 2.99002 -4.27855 -1.53991
C 2.08858 -5.29958 -0.86696
H 5.28590 -5.17335 -3.76775
H 5.24513 -6.93271 -3.48844
H 3.74592 -6.00085 -3.53586
H 5.97428 -5.73728 -1.44850
H 4.45826 -6.56205 -1.14897
H 2.80424 -4.23676 -2.61831
H 2.75149 -3.28461 -1.14701
H 2.27873 -6.31362 -1.22641
H 1.03703 -5.06570 -1.06078
H 2.25355 -5.30033 0.21609
C -4.80600 -0.19294 -1.14294
C -5.03800 -1.36815 -0.20675
O -6.11659 -1.16489 0.70306
C -7.40164 -0.94700 0.12513
C -7.87894 -2.10089 -0.74014
H -4.61453 0.72182 -0.56915
H -3.94737 -0.38744 -1.79368
H -5.67080 -0.00285 -1.78126
H -4.13923 -1.51544 0.40015
H -5.18635 -2.29566 -0.76736
H -7.40927 -0.00472 -0.43278
H -8.10100 -0.81816 0.95787
H -7.21953 -2.27232 -1.59420
H -8.88295 -1.89787 -1.12584
H -7.90806 -3.02864 -0.15821
*
```

---

# 4
Here is a cluster of 2 separate species, C29H51I2N2O10P2S in total at a distorted geometry from the Open Molecules 2025 dataset. Energies are from wB97M-V/def2-TZVPD.

Calculated values
largest force on an atom: 2.70 eV Å⁻¹
LUMO energy: -2.5285 eV
HOMO-LUMO gap: 0.3218 Eh

ORCA input file:
```
! wB97M-V def2-TZVPD RIJCOSX def2/J DEFGRID3
* xyz 1 1
C -3.29736 2.45242 -5.66583
C -2.21362 3.24813 -4.90013
C -0.82733 3.16498 -5.53499
C 0.00375 1.97356 -5.07233
N 0.71684 2.16355 -3.80852
C 0.01956 1.92577 -2.60939
C -0.26309 3.04133 -1.58151
P 0.62933 4.61904 -1.79663
O 0.21578 5.13500 -3.11174
O 0.24306 5.60696 -0.62854
O 2.20876 4.48886 -1.73138
C -0.25192 2.30845 -0.18544
C 0.76176 2.81535 0.84494
C 2.28542 2.65235 0.58846
C 2.99303 1.63863 1.51785
C 4.34293 2.12226 2.02634
C 5.04562 1.00266 2.80008
O 5.09914 1.31848 4.19943
C 4.73849 0.29076 5.01594
C 3.28851 -0.10270 5.01491
O 5.52701 -0.23703 5.71274
C -0.31486 0.79313 -0.49639
C 0.35585 -0.02951 0.62076
O -0.17377 0.32465 1.86488
C -0.69291 -0.73907 2.59293
C 0.01319 -1.91354 2.82911
C -0.59521 -2.91960 3.58231
C -1.87250 -2.76671 4.11527
C -2.57306 -1.58658 3.86822
C -1.97712 -0.57707 3.11324
C -1.74223 0.20716 -0.54622
I -3.32441 1.54816 -1.21332
C -1.93206 -1.14510 -1.28947
C -3.04500 -1.92154 -0.55821
I -2.55486 -0.99732 -3.35607
N 0.56120 0.78626 -1.73356
P 1.11683 -0.72105 -2.62810
C 2.63242 -0.25203 -3.54362
C 1.78321 -1.92725 -1.42274
H -2.90524 1.95908 -6.54819
H -3.73205 1.70051 -5.00991
H -4.11745 3.10786 -5.93506
H -2.19150 2.85625 -3.88423
H -2.53566 4.28191 -4.83574
H -0.97320 3.00216 -6.60397
H -0.26532 4.08948 -5.45327
H 0.76541 1.82640 -5.83733
H -0.58797 1.06138 -5.06404
H 1.26549 3.00681 -3.80998
H -0.91961 1.48874 -2.94419
H -1.26884 3.35071 -1.85345
H -0.70070 5.54468 -0.43087
H 2.54683 4.24581 -2.59905
H -1.20372 2.62711 0.23666
H 0.55738 2.43513 1.83576
H 0.56618 3.87972 0.93558
H 2.73960 3.60998 0.83158
H 2.56311 2.48007 -0.45065
H 3.20319 0.74727 0.92103
H 2.33586 1.32383 2.32519
H 4.96649 2.33449 1.16142
H 4.26379 2.98564 2.67761
H 6.06253 0.84840 2.45023
H 4.52273 0.05630 2.66522
H 3.09542 -0.86932 4.26982
H 2.63522 0.74507 4.83584
H 3.06158 -0.52529 5.98474
H 1.44126 0.02557 0.55167
H 0.10629 -1.07157 0.42450
H 1.01005 -2.04685 2.43333
H -0.03890 -3.82872 3.75731
H -2.35669 -3.51703 4.71503
H -3.56227 -1.41172 4.25691
H -2.50957 0.34344 2.92017
H -2.07164 0.01890 0.46536
H -1.05145 -1.77445 -1.25834
H -3.87491 -1.28013 -0.29100
H -2.59476 -2.37233 0.32712
H -3.36176 -2.75079 -1.17883
H 1.43353 1.16271 -1.33460
H 3.50004 -0.79996 -3.18710
H 2.84486 0.80879 -3.46374
H 2.45340 -0.45305 -4.59178
H 1.03392 -2.44975 -0.84344
H 2.30422 -2.65366 -2.04091
H 2.54191 -1.48983 -0.77274
C -2.98553 -7.73432 3.63351
C -3.75780 -7.85900 2.33712
O -4.46323 -6.61167 2.23017
S -3.58857 -5.43935 2.86528
O -2.88377 -4.76699 1.83214
O -4.39389 -4.73625 3.79441
O -2.55132 -6.36320 3.65598
H -3.62384 -7.90822 4.50091
H -2.12469 -8.39497 3.67605
H -4.46355 -8.68381 2.34365
H -3.09126 -7.95376 1.47784
*
```

---

# 5
Here is a structure of composition C29H52As3N2O4RuS3 from the Open Molecules 2025 dataset. Energies are from wB97M-V/def2-TZVPD.

Calculated values
largest force on an atom: 0.60 eV Å⁻¹
LUMO energy (spin up / spin down): -6.7539 / -9.9390 eV
HOMO-LUMO gap (spin up / spin down): 0.2873 / 0.1843 Eh
energy above the lowest of the compared OMol25 structures with the same formula, charge and spin: 0.000 eV

ORCA input file:
```
! wB97M-V def2-TZVPD RIJCOSX def2/J DEFGRID3
* xyz 3 5
Ru -0.18635 -0.14795 -0.46685
C -1.24378 1.40387 2.93539
As 0.03334 0.27620 1.98505
C 0.00965 -1.33601 3.06817
C 1.65278 1.22608 2.61008
C 3.05451 0.75784 2.20860
C 3.32475 -0.68170 2.62749
C 3.29452 0.93929 0.69820
As 2.23101 -0.11321 -0.56939
C 3.07152 -1.85999 -0.60299
C 2.91377 0.63216 -2.22172
C 4.11434 1.69431 2.86018
As 4.17563 1.93900 4.79063
C 3.06199 3.37258 5.41931
C 4.03777 0.41026 5.94705
H -0.71924 2.23143 3.41205
H -1.74680 0.81341 3.69934
H -1.98834 1.79716 2.25100
H 0.36625 -1.13319 4.07803
H 0.60769 -2.11454 2.60085
H -1.02187 -1.68214 3.12074
H 1.54720 1.21529 3.70305
H 1.50350 2.26214 2.28674
H 2.66664 -1.37266 2.10248
H 3.15353 -0.83864 3.69370
H 4.35049 -0.97437 2.39760
H 4.34186 0.72992 0.46182
H 3.10784 1.98302 0.42449
H 4.15583 -1.77248 -0.53929
H 2.80344 -2.32436 -1.55165
H 2.68964 -2.49074 0.19542
H 4.00073 0.69783 -2.17940
H 2.48746 1.61616 -2.40307
H 2.62433 -0.03400 -3.03242
H 4.00066 2.71756 2.49191
H 5.11560 1.35984 2.58054
H 3.02432 4.15758 4.66816
H 3.46668 3.76408 6.35037
H 2.06427 2.96718 5.59971
H 4.74130 -0.36071 5.64421
H 3.01382 0.03473 5.89297
H 4.25145 0.73937 6.96226
O -3.90225 0.62537 -4.28066
C -2.85540 0.64447 -5.02359
C -3.01973 0.90254 -6.42745
C -1.92141 0.94875 -7.22927
C -0.64086 0.74432 -6.67054
C -0.46838 0.48831 -5.29366
C -1.54116 0.42675 -4.45772
C -1.38558 0.14026 -2.99955
O -0.20730 -0.00684 -2.52691
N -2.49057 0.04296 -2.33023
N -2.29876 -0.24810 -0.97269
C -3.38886 -0.51685 -0.34652
S -4.95063 -0.58683 -1.10528
C -5.88066 -0.75508 0.44530
C -5.03526 -1.56184 1.41056
S -3.35125 -0.88207 1.35697
H -3.59109 0.46549 -3.29898
H -4.02548 1.05516 -6.79490
H -2.01272 1.14071 -8.28867
H 0.22110 0.78341 -7.32307
H 0.51827 0.32835 -4.87957
H -6.81442 -1.26208 0.20770
H -6.10025 0.23699 0.83640
H -4.99864 -2.61365 1.13141
H -5.39956 -1.47041 2.43231
C -1.83709 4.37622 -1.27011
C -0.33283 4.64285 -1.24808
C 0.21687 3.23595 -1.36265
O -0.66135 2.42389 -0.56611
C -1.95954 3.06460 -0.49852
H -2.18476 4.25225 -2.29696
H -2.42066 5.17559 -0.81916
H -0.03208 5.09057 -0.29929
H 0.00012 5.29562 -2.05223
H 1.22835 3.11165 -0.97022
H 0.19929 2.88164 -2.40087
H -2.19764 3.23073 0.55390
H -2.70429 2.39011 -0.92514
O -0.12548 -2.47441 -0.27572
S -1.25804 -3.48506 -0.44524
C -0.86765 -4.85564 0.67545
C -0.97725 -6.12695 -0.15678
C -0.29040 -5.80356 -1.48109
C -0.86225 -4.46100 -1.93271
H -1.52281 -4.81104 1.54268
H 0.16437 -4.67075 0.98258
H -2.02503 -6.38672 -0.32432
H -0.51802 -6.96484 0.36587
H -0.46348 -6.56966 -2.23454
H 0.78829 -5.72413 -1.33436
H -1.78998 -4.57587 -2.49336
H -0.17956 -3.83372 -2.50528
*
```